Below is a structure of composition C61H61BrN10OPSSiW, with properties calculated with ωB97M-V/def2-TZVPD.

calculated total energy	-181050.6345	eV
LUMO level (spin up / spin down)	-7.86 / -7.82	eV
charge	+3
max |F|	0.95	eV/Å
orbital gap (spin up / spin down)	6.867 / 6.905	eV

CARTESIAN COORDINATES (ANGSTROEM)
W 0.136 0.633 0.048
C -2.071 -3.758 -2.751
N -2.019 -2.391 -2.224
C -1.088 -1.871 -1.402
N -1.343 -0.586 -1.150
C -2.488 -0.264 -1.861
C -2.910 -1.396 -2.531
C -4.058 -1.610 -3.433
C -4.162 -0.883 -4.615
C -5.249 -1.076 -5.455
C -6.233 -1.994 -5.117
C -6.135 -2.721 -3.938
C -5.049 -2.531 -3.096
C -3.192 1.033 -2.019
C -2.564 2.185 -2.482
C -3.297 3.332 -2.756
C -4.672 3.344 -2.566
C -5.309 2.203 -2.094
C -4.575 1.059 -1.824
P 0.204 -2.856 -0.637
C 1.720 -1.872 -0.781
N 1.904 -0.757 -0.070
C 3.267 -0.535 -0.022
C 3.892 -1.508 -0.766
N 2.900 -2.345 -1.224
C 3.117 -3.559 -2.012
C 5.324 -1.734 -1.030
C 5.812 -1.732 -2.336
C 7.162 -1.941 -2.570
C 8.027 -2.151 -1.503
C 7.545 -2.147 -0.201
C 6.195 -1.937 0.039
C 3.944 0.401 0.892
C 3.687 0.292 2.258
C 4.422 1.036 3.170
C 5.428 1.882 2.724
C 5.698 1.985 1.365
C 4.963 1.244 0.452
C -0.194 -2.328 1.052
N -0.410 -1.072 1.486
C -0.736 -1.205 2.841
C -0.683 -2.526 3.186
N -0.348 -3.213 2.046
C -0.258 -4.675 1.986
C -0.973 -3.180 4.477
C -2.288 -3.291 4.919
C -2.558 -3.895 6.139
C -1.519 -4.390 6.914
C -0.205 -4.281 6.476
C 0.068 -3.677 5.259
C -1.149 -0.174 3.819
C -2.340 0.532 3.676
C -2.732 1.433 4.656
C -1.953 1.619 5.790
C -0.780 0.894 5.955
C -0.384 -0.003 4.975
H -1.061 -4.137 -2.877
H -2.569 -3.727 -3.715
H -2.630 -4.403 -2.076
H -3.399 -0.159 -4.877
H -5.327 -0.512 -6.375
H -7.079 -2.143 -5.776
H -6.906 -3.434 -3.676
H -4.980 -3.091 -2.170
H -1.497 2.191 -2.644
H -2.797 4.212 -3.142
H -5.245 4.233 -2.796
H -6.383 2.199 -1.951
H -5.082 0.167 -1.477
H 4.117 -3.928 -1.805
H 3.027 -3.339 -3.075
H 2.382 -4.306 -1.725
H 5.139 -1.556 -3.169
H 7.543 -1.938 -3.582
H 9.080 -2.317 -1.690
H 8.221 -2.308 0.628
H 5.817 -1.928 1.054
H 2.936 -0.409 2.605
H 4.232 0.935 4.232
H 6.017 2.444 3.438
H 6.500 2.626 1.019
H 5.199 1.294 -0.606
H 0.409 -5.020 2.770
H 0.123 -4.976 1.017
H -1.247 -5.100 2.145
H -3.098 -2.902 4.313
H -3.580 -3.982 6.484
H -1.733 -4.862 7.864
H 0.603 -4.666 7.085
H 1.095 -3.583 4.919
H -2.956 0.362 2.809
H -3.663 1.979 4.556
H -2.270 2.316 6.556
H -0.180 1.021 6.847
H 0.525 -0.579 5.098
C 3.926 4.715 -1.465
C 3.114 4.080 -0.374
C 3.122 4.560 0.934
C 2.405 3.911 1.919
C 1.679 2.804 1.534
Br 0.624 1.782 2.680
N 1.621 2.329 0.298
C 2.348 2.957 -0.639
H 4.275 5.705 -1.178
H 3.348 4.813 -2.385
H 4.804 4.104 -1.687
H 3.699 5.445 1.180
H 2.397 4.244 2.948
H 2.307 2.549 -1.635
C -5.969 3.014 1.453
C -4.926 1.911 1.580
C -3.587 2.276 1.016
N -2.659 1.439 0.740
N -1.513 2.054 0.253
C -1.636 3.361 0.148
N -0.687 4.182 -0.334
S -3.170 3.931 0.654
H -6.924 2.670 1.847
H -6.123 3.304 0.412
H -5.692 3.902 2.026
H -5.243 1.004 1.064
H -4.789 1.641 2.634
H 0.086 3.795 -0.847
H -0.917 5.143 -0.524
C -0.231 -0.032 -4.281
Si 0.951 1.031 -3.342
C 0.911 2.812 -3.895
C 2.675 0.347 -3.432
O 0.543 1.083 -1.667
H 0.145 -0.125 -5.306
H -1.233 0.394 -4.333
H -0.294 -1.041 -3.867
H 0.514 2.884 -4.911
H 1.915 3.245 -3.915
H 0.283 3.445 -3.263
H 3.136 0.667 -4.372
H 2.674 -0.746 -3.425
H 3.318 0.690 -2.618

Results of the Löwdin charge analysis, in e, for atoms 1 through 6:
1 W 1.610
2 C 0.016
3 N -0.037
4 C -0.454
5 N 0.000
6 C -0.143

---

Below is a structure of composition C61H62BrN10OPPbS, with properties calculated with ωB97M-V/def2-TZVPD.

calculated total energy	-176591.9944	eV
LUMO level	-11.45	eV
charge	+4
max |F|	0.16	eV/Å
orbital gap	4.833	eV

CARTESIAN COORDINATES (ANGSTROEM)
Pb 0.184 1.100 0.285
C -2.198 -3.588 3.007
N -1.312 -2.458 2.721
C -1.197 -1.786 1.547
N -0.267 -0.839 1.664
C 0.226 -0.908 2.938
C -0.427 -1.915 3.618
C -0.262 -2.390 5.000
C 0.993 -2.814 5.434
C 1.163 -3.238 6.743
C 0.087 -3.236 7.620
C -1.164 -2.810 7.193
C -1.339 -2.386 5.885
C 1.279 0.004 3.400
C 2.374 0.262 2.575
C 3.364 1.146 2.983
C 3.268 1.776 4.214
C 2.185 1.510 5.044
C 1.197 0.626 4.644
P -2.219 -2.158 0.109
C -0.900 -2.439 -1.172
N 0.158 -1.748 -1.433
C 0.807 -2.408 -2.490
C 0.066 -3.604 -2.813
N -0.989 -3.583 -2.005
C -2.015 -4.628 -1.911
C 0.348 -4.685 -3.748
C -0.585 -5.035 -4.729
C -0.301 -6.069 -5.604
C 0.889 -6.777 -5.480
C 1.808 -6.446 -4.489
C 1.550 -5.393 -3.631
C 1.940 -1.921 -3.103
C 2.602 -0.786 -2.406
C 4.939 -0.088 -2.381
C 4.656 0.129 -3.901
C 3.733 -2.205 -4.789
C 2.495 -2.441 -4.320
C -2.798 -0.516 -0.382
N -2.100 0.612 -0.484
C -2.963 1.588 -0.904
C -4.221 1.042 -1.055
N -4.094 -0.283 -0.719
C -5.185 -1.258 -0.782
C -5.478 1.647 -1.526
C -6.621 1.639 -0.728
C -7.790 2.230 -1.182
C -7.822 2.831 -2.434
C -6.686 2.841 -3.232
C -5.515 2.253 -2.781
C -2.515 2.954 -1.219
C -1.312 3.152 -1.898
C -0.906 4.431 -2.256
C -1.705 5.524 -1.955
C -2.913 5.333 -1.295
C -3.315 4.059 -0.928
H -2.349 -4.173 2.105
H -3.158 -3.238 3.379
H -1.728 -4.209 3.765
H 1.831 -2.815 4.748
H 2.135 -3.573 7.079
H 0.223 -3.568 8.641
H -1.999 -2.804 7.879
H -2.313 -2.037 5.559
H 2.495 -0.294 1.649
H 4.233 1.304 2.359
H 4.045 2.453 4.543
H 2.117 1.988 6.012
H 0.359 0.416 5.298
H -1.617 -5.543 -2.341
H -2.909 -4.329 -2.455
H -2.263 -4.792 -0.866
H -1.512 -4.482 -4.828
H -1.009 -6.330 -6.378
H 1.098 -7.597 -6.154
H 2.721 -7.016 -4.385
H 2.261 -5.137 -2.854
H 2.678 1.131 -1.920
H 5.591 0.543 -1.797
H 5.534 0.588 -4.348
H 3.976 -2.619 -5.760
H 1.841 -3.064 -4.914
H -5.841 -0.989 -1.606
H -5.756 -1.254 0.144
H -4.779 -2.251 -0.948
H -6.602 1.179 0.254
H -8.676 2.222 -0.562
H -8.735 3.289 -2.788
H -6.715 3.304 -4.209
H -4.629 2.259 -3.405
H -0.733 2.291 -2.222
H 0.010 4.574 -2.814
H -1.405 6.517 -2.260
H -3.553 6.180 -1.086
H -4.272 3.914 -0.445
C 2.933 4.490 -1.882
N 3.843 4.179 -0.791
C 4.744 5.240 -0.337
C 3.883 2.971 -0.268
O 3.182 2.002 -0.629
H 2.680 5.547 -1.838
H 2.025 3.899 -1.778
H 3.397 4.284 -2.848
H 5.361 5.582 -1.167
H 5.390 4.861 0.451
H 4.164 6.078 0.046
H 4.601 2.860 0.550
C -1.346 5.670 1.809
N -2.263 4.689 2.391
C -3.298 5.281 3.249
C -1.992 3.385 2.395
S -0.335 2.886 2.212
N -2.964 2.501 2.647
C -4.370 2.749 2.331
C -2.689 1.158 3.137
H -1.935 6.533 1.504
H -0.851 5.253 0.936
H -0.603 5.988 2.541
H -2.841 6.109 3.791
H -3.652 4.555 3.973
H -4.135 5.667 2.669
H -4.469 3.634 1.713
H -4.977 2.861 3.229
H -4.739 1.889 1.766
H -1.733 1.131 3.651
H -2.680 0.437 2.314
H -3.478 0.885 3.838
Br 6.497 -1.839 -4.986
C 4.819 -1.447 -4.109
C 5.017 -1.594 -2.598
C 3.918 -0.987 -1.752
N 2.234 0.443 -2.578
C 2.225 0.894 -3.965
C 3.429 0.783 -4.518
H 5.700 -2.313 -2.168
H 3.980 -1.213 -0.695
H 1.346 1.360 -4.381
H 3.565 1.166 -5.524

Results of the Löwdin charge analysis, in e, for atoms 1 through 6:
1 Pb 1.198
2 C 0.014
3 N -0.032
4 C -0.459
5 N -0.031
6 C -0.196

---

Below is a structure of composition C61H64GeMoN2O2P2S6Te in a non-equilibrium geometry, with properties calculated with ωB97M-V/def2-TZVPD.

calculated total energy	-220622.3744	eV
LUMO level	0.36	eV
max |F|	1.18	eV/Å
orbital gap	6.446	eV

CARTESIAN COORDINATES (ANGSTROEM)
Mo 0.120 -0.656 0.070
N -0.141 0.236 3.398
P 1.089 -0.261 2.273
C 2.429 0.962 2.578
C 2.920 1.147 3.870
C 3.915 2.079 4.120
C 4.443 2.827 3.072
C 3.974 2.637 1.783
C 2.969 1.705 1.537
C 1.737 -1.680 3.266
C 3.046 -2.113 3.049
C 3.549 -3.229 3.699
C 2.753 -3.926 4.600
C 1.458 -3.497 4.844
C 0.953 -2.385 4.176
P -1.424 1.255 2.831
C -0.821 2.862 3.503
C 0.165 3.476 2.724
C 0.830 4.607 3.172
C 0.498 5.158 4.405
C -0.501 4.576 5.174
C -1.154 3.431 4.731
C -2.755 0.839 4.009
C -3.910 1.625 3.971
C -4.994 1.334 4.782
C -4.953 0.233 5.632
C -3.820 -0.563 5.666
C -2.727 -0.260 4.859
H 0.227 0.529 4.301
H 2.525 0.560 4.693
H 4.284 2.217 5.128
H 5.226 3.550 3.266
H 4.390 3.211 0.963
H 2.583 1.541 0.537
H 3.687 -1.559 2.372
H 4.565 -3.551 3.508
H 3.146 -4.793 5.117
H 0.835 -4.024 5.555
H -0.058 -2.058 4.384
H 0.417 3.044 1.759
H 1.608 5.054 2.565
H 1.017 6.037 4.765
H -0.770 5.010 6.129
H -1.923 2.981 5.349
H -3.954 2.478 3.299
H -5.877 1.960 4.749
H -5.804 -0.002 6.259
H -3.782 -1.424 6.322
H -1.841 -0.881 4.904
O -1.712 -1.601 1.723
C -2.275 -2.910 1.909
C -1.242 -4.008 1.771
C -0.711 -4.107 0.321
C 0.760 -3.863 0.176
C 1.601 -4.984 0.120
C 2.952 -4.852 -0.066
C 3.449 -3.563 -0.177
C 2.579 -2.504 -0.065
N 1.242 -2.605 0.101
H -1.186 -1.398 2.510
H -3.036 -3.009 1.134
H -2.772 -2.944 2.882
H -1.702 -4.953 2.070
H -0.420 -3.820 2.466
H -1.241 -3.383 -0.298
H -0.925 -5.097 -0.083
H 1.147 -5.963 0.210
H 3.597 -5.719 -0.139
H 4.498 -3.363 -0.348
H 2.943 -1.492 -0.151
C 1.338 0.184 -0.859
Ge 1.793 0.807 -2.610
C 1.321 2.605 -3.147
C 0.878 2.876 -4.444
C 0.626 4.183 -4.851
C 0.816 5.237 -3.968
C 1.261 4.985 -2.677
C 1.511 3.679 -2.273
C 3.629 0.466 -3.195
C 3.913 0.551 -4.559
C 5.143 0.140 -5.057
C 6.110 -0.367 -4.196
C 5.844 -0.458 -2.837
C 4.609 -0.045 -2.344
C 0.734 -0.571 -3.514
C 1.282 -1.903 -3.160
C 0.651 -3.071 -3.140
C -0.764 -3.282 -3.560
C -1.518 -1.372 -4.339
C -0.452 -0.332 -4.078
H 0.734 2.065 -5.149
H 0.283 4.375 -5.860
H 0.617 6.254 -4.285
H 1.423 5.806 -1.988
H 1.863 3.494 -1.262
H 3.165 0.933 -5.247
H 5.344 0.202 -6.119
H 7.063 -0.701 -4.586
H 6.593 -0.856 -2.164
H 4.408 -0.121 -1.279
H 2.324 -1.909 -2.855
H 1.202 -3.951 -2.823
H -1.077 -4.314 -3.413
H -2.407 -0.936 -4.792
H -0.770 0.694 -4.238
O -1.010 1.484 -0.432
S -2.183 2.442 -0.315
C -2.804 2.678 -2.015
C -2.180 3.953 -2.574
C -2.069 4.909 -1.386
C -1.408 4.087 -0.289
H -3.891 2.740 -1.949
H -2.532 1.756 -2.531
H -2.780 4.369 -3.384
H -1.184 3.738 -2.966
H -3.063 5.235 -1.067
H -1.485 5.799 -1.622
H -1.495 4.506 0.712
H -0.362 3.874 -0.518
C -6.097 1.393 0.307
Te -4.448 0.089 -0.105
C -5.715 -1.611 -0.198
H -6.631 1.078 1.204
H -6.776 1.402 -0.544
H -5.703 2.398 0.467
H -6.494 -1.444 -0.940
H -6.150 -1.785 0.783
H -5.115 -2.469 -0.499
C 0.711 -4.327 -6.311
S 0.235 -2.591 -6.225
C -1.056 -2.701 -4.990
C -1.792 -2.207 -3.034
S -1.734 -1.355 -1.437
S -3.460 -2.910 -3.000
C -3.610 -3.767 -4.499
S -4.922 -4.705 -4.758
S -2.455 -3.555 -5.779
H 1.429 -4.414 -7.126
H -0.145 -4.966 -6.520
H 1.189 -4.629 -5.378

Results of the Löwdin charge analysis, in e, for atoms 1 through 6:
1 Mo 0.859
2 N -0.404
3 P 0.893
4 C -0.346
5 C -0.094
6 C -0.074